Below is a 2-piece molecular cluster, C4H9N2 overall, with properties calculated with the ωB97M-V functional and the def2-TZVPD basis.

Calculated values
F_max (Eh/bohr): 0.17274
Energy relative to the best compared isomer or geometry (same formula, charge and spin) (kcal/mol): 126.7
Highest occupied orbital energy (eV): -12.983
E_tot (Eh): -266.89744
Total charge: +1
Multiplicity: 1

Structure (XYZ):
```
15
Properties=species:S:1:pos:R:3:lowdin_charge:R:1
C -0.847 -0.895 -1.203 -0.034
C 1.291 0.244 1.731 -0.107
C 0.867 1.695 1.397 -0.173
C -0.620 -1.183 -2.511 0.005
N 0.126 0.576 0.983 -0.121
N -1.489 -1.047 -0.207 0.327
H 2.099 -0.061 1.005 0.123
H 1.265 -0.085 2.738 0.092
H 0.505 2.354 2.148 0.091
H 1.462 2.318 0.573 0.144
H -0.315 -2.245 -2.650 0.152
H -1.645 -1.175 -2.913 0.141
H -0.145 -0.394 -3.149 0.147
H -1.836 -0.908 0.784 0.187
H -0.718 0.806 1.275 0.026
```

Below is C24H27BiF5N5S as an isolated structure, with properties calculated with the ωB97M-V functional and the def2-TZVPD basis.

Calculated values
F_max (Eh/bohr): 0.00327
Highest occupied orbital energy (eV): -13.812
E_tot (Eh): -2316.14087
Total charge: +2
Multiplicity: 1

Structure (XYZ):
```
63
Properties=species:S:1:pos:R:3:lowdin_charge:R:1
Bi -0.528 -0.014 -0.717 1.726
N 1.671 4.269 1.064 0.236
C 1.569 2.764 1.175 -0.334
C 0.655 2.424 2.340 -0.096
C 0.490 0.915 2.541 -0.301
N -0.548 0.342 1.634 -0.029
C 1.818 0.163 2.446 -0.090
C 2.740 0.595 1.311 -0.338
N 2.189 0.162 0.000 -0.006
C 2.931 2.115 1.307 -0.087
H 0.755 4.651 0.808 0.158
H 2.314 4.541 0.317 0.164
H 1.982 4.707 1.934 0.183
H 1.095 2.487 0.237 0.053
H -0.324 2.893 2.213 0.115
H 1.090 2.827 3.261 0.145
H 0.105 0.775 3.553 0.159
H -1.444 0.810 1.812 0.067
H -0.699 -0.630 1.912 0.092
H 1.634 -0.913 2.390 0.126
H 2.351 0.320 3.387 0.141
H 3.716 0.133 1.473 0.155
H 2.386 -0.828 -0.124 0.074
H 2.705 0.617 -0.751 0.099
H 3.592 2.403 0.484 0.135
H 3.420 2.419 2.237 0.143
F 1.001 3.298 -6.123 0.177
C 0.513 3.129 -4.912 -0.122
C -0.507 2.214 -4.690 -0.134
F -0.991 1.502 -5.690 0.166
C -1.004 2.052 -3.408 -0.264
F -1.990 1.152 -3.217 0.037
C -0.526 2.768 -2.315 -0.565
S -1.239 2.591 -0.709 0.610
C 0.507 3.655 -2.580 -0.218
F 1.046 4.374 -1.565 0.049
C 1.025 3.855 -3.845 -0.137
F 2.007 4.722 -4.035 0.156
C -3.830 0.147 -0.121 -0.152
N -2.599 -0.685 -0.145 -0.181
C -2.680 -1.927 0.263 -0.080
C -1.548 -2.726 0.432 -0.348
C -1.401 -4.085 0.738 0.006
C -0.041 -4.358 0.658 -0.047
C 0.589 -3.160 0.314 -0.146
N -0.304 -2.161 0.188 -0.178
C -4.104 0.628 1.285 -0.231
C -3.653 1.876 1.717 -0.091
C -3.826 2.270 3.039 -0.073
C -4.457 1.424 3.941 -0.064
C -4.940 0.197 3.510 -0.050
C -4.767 -0.195 2.190 -0.033
H -4.651 -0.463 -0.500 0.136
H -3.689 0.981 -0.805 0.090
H -3.659 -2.341 0.490 0.148
H -2.196 -4.777 0.967 0.124
H 0.445 -5.304 0.827 0.113
H 1.648 -3.003 0.164 0.105
H -3.229 2.570 1.001 0.051
H -3.505 3.253 3.357 0.110
H -4.603 1.735 4.966 0.115
H -5.468 -0.450 4.198 0.117
H -5.177 -1.142 1.858 0.115
```